Record 1
Formula: C5H6N
Source: the OMol25 dataset
Level of theory: the ωB97M-V functional and the def2-TZVPD basis

The geometry in XYZ format:
```
12
Properties=species:S:1:pos:R:3
C -2.44933 0.04260 -0.01193
C -0.06000 1.22465 -0.09801
C 0.02730 -0.12521 -0.64577
C -1.12171 0.37563 0.43684
C 0.50097 -1.23643 0.01155
N -3.53929 -0.28426 -0.15876
H -0.22797 1.83656 -0.93255
H 0.76388 1.68016 0.61832
H -0.24548 -0.11567 -1.74027
H -1.09038 0.14582 1.53070
H 0.26560 -2.24179 -0.39571
H 0.93648 -1.19469 0.93218
```

The charge is +1. As for the energy relative to the best compared isomer or geometry (same formula, charge and spin): 4.191 eV. The value obtained for the strongest force on any atom is 3.564 eV Å⁻¹. For the molar mass, the calculation gives 80.110 g/mol. As for the HOMO-LUMO gap: 9.62 eV. For the LUMO energy, the calculation gives -6.9 eV.

Table of Mulliken atomic charges, one value per atom, all in e:
1 C -0.05
2 C -0.35
3 C 0.11
4 C 0.12
5 C -0.58
6 N -0.23
7 H 0.30
8 H 0.27
9 H 0.38
10 H 0.37
11 H 0.30
12 H 0.36

=====

Record 2
Formula: C3H10NO
Source: the OMol25 dataset
Level of theory: the ωB97M-V functional and the def2-TZVPD basis

The geometry in XYZ format:
```
15
Properties=species:S:1:pos:R:3
C 0.97096 1.33257 -1.38559
N 0.01212 0.88241 -0.31536
C 0.13297 -0.58359 0.01809
C -0.69901 -0.91704 1.29453
O -0.89237 -2.26976 1.44431
H 1.14849 2.39586 -1.25651
H 1.90910 0.80896 -1.22214
H 0.57507 1.05870 -2.35777
H -0.94313 1.10753 -0.59137
H 0.18734 1.39688 0.53031
H 1.17183 -0.76677 0.26311
H -0.22629 -1.11653 -0.81701
H -0.10794 -0.52544 2.13357
H -1.58070 -0.25453 1.32400
H -1.65844 -2.54925 0.93783
```

The charge is +1. As for the energy relative to the best compared isomer or geometry (same formula, charge and spin): 0.817 eV. The value obtained for the strongest force on any atom is 1.927 eV Å⁻¹. For the molar mass, the calculation gives 76.119 g/mol. As for the HOMO-LUMO gap: 11.38 eV. For the LUMO energy, the calculation gives -3.6 eV.

Table of Mulliken atomic charges, one value per atom, all in e:
1 C -0.77
2 N -0.18
3 C -0.47
4 C -0.71
5 O -0.46
6 H 0.36
7 H 0.32
8 H 0.33
9 H 0.36
10 H 0.37
11 H 0.36
12 H 0.41
13 H 0.37
14 H 0.38
15 H 0.33

=====

Record 3
Formula: CH6NOP
Source: the OMol25 dataset
Level of theory: the ωB97M-V functional and the def2-TZVPD basis

The geometry in XYZ format:
```
10
Properties=species:S:1:pos:R:3
C 1.52709 -0.93011 -0.14677
N -0.97708 1.55441 -0.18061
O -1.68641 -1.08092 -0.31387
P -0.73418 -0.16059 0.23908
H 1.53285 -1.87660 0.45898
H 1.47034 -1.05703 -1.16569
H 2.31538 -0.19197 0.05348
H -1.10694 2.37273 0.43227
H -1.63591 1.48490 -1.02093
H -0.70515 -0.11482 1.64405
```

As for the energy relative to the best compared isomer or geometry (same formula, charge and spin): 1.978 eV. The value obtained for the strongest force on any atom is 5.652 eV Å⁻¹. For the molar mass, the calculation gives 79.039 g/mol. As for the HOMO-LUMO gap: 9.98 eV. For the LUMO energy, the calculation gives 0.7 eV.

Table of Mulliken atomic charges, one value per atom, all in e:
1 C -0.90
2 N -0.58
3 O -0.52
4 P 0.55
5 H 0.28
6 H 0.30
7 H 0.29
8 H 0.25
9 H 0.27
10 H 0.07

=====

Record 4
Formula: C5H12N
Source: the OMol25 dataset
Level of theory: the ωB97M-V functional and the def2-TZVPD basis

The geometry in XYZ format:
```
18
Properties=species:S:1:pos:R:3
C -2.53512 0.01707 -0.47850
C -1.49167 1.04200 0.00927
C -0.63604 0.30665 1.06065
C 0.04598 -0.93506 0.62273
C 1.33838 -1.21048 0.90067
N 2.83469 0.42479 -1.54267
H -2.98921 0.17924 -1.44659
H -3.26545 -0.23015 0.28491
H -1.86188 -0.85276 -0.53502
H -1.94076 1.87015 0.57022
H -0.80603 1.44730 -0.74369
H 0.02978 1.03657 1.53764
H -1.38158 0.04037 1.83548
H 1.96078 -0.31419 0.91257
H 1.85021 -2.15733 0.75858
H 2.17369 -0.13291 -1.01673
H 2.87859 0.14654 -2.51992
H 3.74430 0.63785 -1.18083
```

Its expectation value of S² is 0.760. As for the energy relative to the best compared isomer or geometry (same formula, charge and spin): 1.578 eV. The value obtained for the strongest force on any atom is 2.962 eV Å⁻¹. The spin multiplicity is 2. For the molar mass, the calculation gives 86.158 g/mol. As for the HOMO-LUMO gap (alpha / beta): 9.89 / 9.07 eV. For the LUMO energy (alpha / beta), the calculation gives 1.1 / -0.4 eV.

Table of Mulliken atomic charges, one value per atom, all in e:
1 C -1.00
2 C -0.38
3 C -0.38
4 C 0.18
5 C -1.17
6 N -0.62
7 H 0.32
8 H 0.30
9 H 0.31
10 H 0.29
11 H 0.29
12 H 0.33
13 H 0.27
14 H 0.34
15 H 0.30
16 H 0.24
17 H 0.19
18 H 0.21

=====

Record 5
Formula: H17NO7
Source: the OMol25 dataset
Level of theory: the ωB97M-V functional and the def2-TZVPD basis

The geometry in XYZ format:
```
25
Properties=species:S:1:pos:R:3
N -0.26677 0.63405 -0.79890
H -0.63841 0.66918 0.10013
H 0.71992 0.50139 -0.76014
H -0.47992 1.44133 -1.34514
O -1.01644 -0.74227 -3.44863
H -1.52018 -0.13499 -4.03433
H -0.76740 -0.37015 -2.62931
O -1.76092 3.35192 4.99984
H -1.84306 4.12163 5.72270
H -0.98408 3.66105 4.57025
O 2.10407 -1.10183 -1.54484
H 2.08756 -1.64815 -2.42359
H 1.28785 -1.36950 -1.00953
O -0.85060 -2.79807 0.40029
H -0.32864 -3.37160 -0.11491
H -0.98685 -2.07008 -0.11675
O 2.99676 2.22244 0.26186
H 2.93309 2.77081 1.13083
H 2.26030 2.56675 -0.36436
O -0.42480 1.51080 2.37426
H -1.37806 1.73840 2.32645
H 0.23614 1.66061 3.06102
O -0.60464 -3.43144 -2.24665
H -1.43956 -4.06185 -2.17976
H -0.83871 -2.63555 -2.71020
```

As for the energy relative to the best compared isomer or geometry (same formula, charge and spin): 2.507 eV. The value obtained for the strongest force on any atom is 4.211 eV Å⁻¹. For the molar mass, the calculation gives 143.136 g/mol. As for the HOMO-LUMO gap: 10.64 eV. For the LUMO energy, the calculation gives 0.2 eV.

Table of Mulliken atomic charges, one value per atom, all in e:
1 N -0.68
2 H 0.15
3 H 0.24
4 H 0.25
5 O -0.69
6 H 0.31
7 H 0.45
8 O -0.62
9 H 0.33
10 H 0.29
11 O -0.68
12 H 0.34
13 H 0.31
14 O -0.63
15 H 0.32
16 H 0.31
17 O -0.64
18 H 0.31
19 H 0.32
20 O -0.62
21 H 0.33
22 H 0.30
23 O -0.66
24 H 0.33
25 H 0.34

=====

Record 6
Formula: H30O15
Source: the OMol25 dataset
Level of theory: the ωB97M-V functional and the def2-TZVPD basis

The geometry in XYZ format:
```
45
Properties=species:S:1:pos:R:3
H -0.17880 -0.27653 0.19694
H -1.61677 0.00151 -0.21017
H 2.89619 0.18123 2.25683
H 4.41846 0.14043 2.04733
H -0.33772 1.14530 3.13884
H -0.95437 0.95810 1.73430
H -0.55680 -2.47594 -3.55244
H -0.11113 -3.61462 -2.63329
H 1.37742 -3.17866 1.90409
H 2.54606 -2.34130 2.02731
H 2.88345 -1.13333 -1.19267
H 4.00073 -0.96954 -2.06613
H -1.19131 -1.15057 2.58639
H -2.41782 -0.48105 2.19977
H 0.08234 2.18957 0.71807
H -1.03474 2.91676 0.09058
H -2.26931 -1.31546 4.72690
H -0.88620 -1.71203 4.22165
H 0.80765 -0.15624 -3.06310
H 1.74718 0.01114 -1.91047
H -2.63991 -4.07281 -1.31336
H -3.12364 -2.90156 -2.17090
H 4.23843 0.61272 -2.21736
H 3.91879 0.64919 -0.78561
H 1.45883 3.41454 -1.16695
H 1.19202 5.04193 -1.35306
H -3.84647 1.22522 -3.04031
H -3.77757 0.55425 -1.67835
H -3.43921 3.90896 1.33540
H -2.95225 2.64031 0.48166
O -0.79180 -0.27714 -0.58262
O 3.66459 0.73461 2.16368
O -0.17882 1.11373 2.19590
O -0.33014 -2.67631 -2.58239
O 2.28442 -3.29636 2.03915
O 3.44516 -1.61874 -1.82221
O -1.66504 -0.93737 1.80028
O -0.26357 2.32382 -0.13442
O -1.81465 -1.68078 3.98837
O 0.90560 0.13585 -2.16369
O -3.11951 -3.83816 -2.10731
O 3.69229 1.09005 -1.57462
O 1.72150 4.36940 -0.94092
O -4.25897 1.26261 -2.08688
O -3.52457 3.48321 0.49581
```

As for the energy relative to the best compared isomer or geometry (same formula, charge and spin): 6.681 eV. The value obtained for the strongest force on any atom is 4.902 eV Å⁻¹. For the molar mass, the calculation gives 270.225 g/mol. As for the HOMO-LUMO gap: 8.78 eV. For the LUMO energy, the calculation gives -0.7 eV.

Table of Mulliken atomic charges, one value per atom, all in e:
1 H 0.23
2 H 0.14
3 H 0.29
4 H 0.32
5 H 0.27
6 H 0.25
7 H 0.29
8 H 0.28
9 H 0.31
10 H 0.27
11 H 0.20
12 H 0.26
13 H 0.29
14 H 0.26
15 H 0.41
16 H 0.23
17 H 0.29
18 H 0.32
19 H 0.12
20 H 0.32
21 H 0.30
22 H 0.30
23 H 0.31
24 H 0.32
25 H 0.33
26 H 0.29
27 H 0.33
28 H 0.30
29 H 0.32
30 H 0.28
31 O -0.46
32 O -0.62
33 O -0.60
34 O -0.53
35 O -0.60
36 O -0.53
37 O -0.56
38 O -0.50
39 O -0.61
40 O -0.34
41 O -0.60
42 O -0.59
43 O -0.64
44 O -0.64
45 O -0.62

=====

Record 7
Formula: C10H19N3O4
Source: the OMol25 dataset
Level of theory: the ωB97M-V functional and the def2-TZVPD basis

The geometry in XYZ format:
```
36
Properties=species:S:1:pos:R:3
C 0.35131 3.48045 -3.00814
C -0.32690 2.80982 -1.73256
C 0.01227 1.31065 -1.75037
C -0.93328 0.57749 -2.72000
C -0.05311 0.97302 -0.25391
N 1.13085 1.29345 0.40151
C -0.31522 -0.47819 0.09531
O -1.52135 -0.86495 0.13153
N 0.80247 -1.14749 0.46332
C 0.81720 -2.38683 1.19450
C -0.19650 -2.34217 2.30458
C 0.10524 -1.24407 3.30614
N -0.95444 -0.78015 4.05382
O 1.12424 -0.61035 3.19633
C 0.57813 -3.57502 0.37881
O 0.80728 -4.66813 0.87799
O -0.09352 -3.54455 -0.82414
H -0.25510 3.33958 -3.85778
H 1.28356 2.94636 -3.20195
H 0.83845 4.38940 -2.70917
H 0.19757 3.23467 -0.91596
H -1.46797 2.98479 -1.67442
H 0.94628 0.97344 -2.07647
H -0.64139 -0.42424 -2.75086
H -0.80379 1.00046 -3.78157
H -1.97397 0.55521 -2.32018
H -1.00547 1.43982 0.27845
H 1.35566 2.34492 0.30322
H 1.09380 0.94133 1.40281
H 1.47907 -0.61675 0.88110
H 1.81755 -2.45437 1.64249
H -1.21188 -2.30504 1.77545
H 0.07194 -3.24866 2.77234
H -0.69528 -0.07548 4.77005
H -1.86294 -1.21423 4.17849
H -0.50076 -2.61416 -0.83078
```

As for the energy relative to the best compared isomer or geometry (same formula, charge and spin): 3.079 eV. The value obtained for the strongest force on any atom is 4.549 eV Å⁻¹. For the molar mass, the calculation gives 245.279 g/mol. As for the HOMO-LUMO gap: 10.16 eV. For the LUMO energy, the calculation gives 0.6 eV.

Table of Mulliken atomic charges, one value per atom, all in e:
1 C -1.34
2 C -0.32
3 C 0.18
4 C -1.57
5 C 0.27
6 N -0.68
7 C 0.13
8 O -0.65
9 N -0.32
10 C 0.21
11 C -1.04
12 C 0.60
13 N -0.41
14 O -0.66
15 C 0.07
16 O -0.57
17 O -0.52
18 H 0.36
19 H 0.37
20 H 0.38
21 H 0.34
22 H 0.30
23 H 0.41
24 H 0.39
25 H 0.34
26 H 0.32
27 H 0.01
28 H 0.36
29 H 0.06
30 H 0.50
31 H 0.53
32 H 0.34
33 H 0.60
34 H 0.26
35 H 0.21
36 H 0.52

=====

Record 8
Formula: H32O16
Source: the OMol25 dataset
Level of theory: the ωB97M-V functional and the def2-TZVPD basis

The geometry in XYZ format:
```
48
Properties=species:S:1:pos:R:3
O -1.66141 -13.58523 -18.81746
H -2.52869 -13.27374 -19.03751
H -1.20579 -12.91119 -19.23680
O -2.35136 -9.01222 -14.66881
H -2.07858 -8.75884 -13.80570
H -2.09239 -9.94525 -14.78819
O -0.07633 -14.04493 -16.63659
H 0.71142 -14.22133 -17.15431
H -0.60802 -13.69761 -17.40379
O -2.26894 -11.61144 -13.30096
H -1.64485 -11.90499 -13.89118
H -3.05043 -12.02101 -13.74271
O -4.95344 -10.47968 -17.60300
H -4.93115 -10.76524 -16.68725
H -5.76263 -10.91857 -17.91215
O -4.22950 -12.95089 -19.33928
H -4.79207 -13.02317 -20.11072
H -4.76956 -13.18974 -18.62860
O -1.02060 -16.28544 -15.69073
H -0.55369 -16.42728 -14.86691
H -0.89126 -15.43823 -16.05477
O -3.87460 -17.08197 -14.84537
H -3.56344 -16.57234 -15.55260
H -3.90545 -16.40739 -14.14772
O -0.04364 -11.14147 -18.56459
H 0.23234 -10.24640 -18.81011
H -0.90241 -11.09188 -18.19274
O -2.27557 -10.70995 -17.11411
H -2.15472 -9.87432 -16.68268
H -3.15015 -10.54225 -17.45237
O -3.54753 -15.40759 -17.34796
H -3.63877 -15.52584 -18.31454
H -4.42353 -15.03174 -17.19394
O -0.46338 -13.83913 -13.91591
H -0.48990 -13.95750 -14.84641
H 0.41678 -13.73627 -13.64974
O -3.26394 -13.08328 -15.85725
H -2.67487 -12.42139 -16.24073
H -2.99735 -13.86861 -16.39109
O -5.32902 -11.14295 -14.90329
H -5.54183 -10.35897 -14.41470
H -5.41313 -11.99032 -14.40026
O -5.31310 -13.46985 -13.46658
H -5.29294 -12.85099 -12.77386
H -4.56462 -14.04161 -13.38011
O -5.57655 -13.69496 -16.91511
H -6.22760 -14.10685 -16.39532
H -4.88538 -13.27915 -16.41861
```

As for the energy relative to the best compared isomer or geometry (same formula, charge and spin): 4.500 eV. The value obtained for the strongest force on any atom is 3.916 eV Å⁻¹. For the molar mass, the calculation gives 288.240 g/mol. As for the HOMO-LUMO gap: 10.23 eV. For the LUMO energy, the calculation gives 0.0 eV.

Table of Mulliken atomic charges, one value per atom, all in e:
1 O -0.63
2 H 0.29
3 H 0.32
4 O -0.66
5 H 0.30
6 H 0.36
7 O -0.67
8 H 0.32
9 H 0.27
10 O -0.77
11 H 0.28
12 H 0.32
13 O -0.68
14 H 0.25
15 H 0.34
16 O -0.61
17 H 0.27
18 H 0.27
19 O -0.61
20 H 0.31
21 H 0.36
22 O -0.64
23 H 0.34
24 H 0.30
25 O -0.64
26 H 0.28
27 H 0.45
28 O -0.75
29 H 0.23
30 H 0.46
31 O -0.70
32 H 0.28
33 H 0.34
34 O -0.59
35 H 0.42
36 H 0.24
37 O 0.27
38 H 0.07
39 H 0.12
40 O -0.61
41 H 0.25
42 H 0.28
43 O -0.67
44 H 0.32
45 H 0.28
46 O -0.77
47 H 0.26
48 H 0.55

=====

- The highest energy relative to the best compared isomer or geometry (same formula, charge and spin) belongs to which entry?
  H30O15